23
Properties=species:S:1:pos:R:3 method="wB97M-V/def2-TZVPD" smiles="C[C@@H](C=O)NCN.O.O" homo_ev=-8.48 orbital_gap_ha=0.32512 total_charge=0 e_lumo_ha=0.0136
O 2.26475 -1.02492 2.08908
C 1.20093 -1.42897 1.69641
C 0.05332 -0.51992 1.31393
C -1.27572 -1.11875 1.79459
N 0.00601 -0.45351 -0.14149
C 1.03934 0.11565 -0.95162
N 2.29748 -0.62328 -1.10857
H 1.02824 -2.51377 1.57639
H 0.18153 0.50517 1.65128
H -1.84109 -1.58700 1.01190
H -1.14329 -1.78360 2.65286
H -1.88374 -0.30562 2.19815
H -0.77066 -0.87484 -0.61815
H 1.38359 1.07990 -0.56753
H 0.66734 0.26086 -1.93131
H 2.93861 -0.53642 -0.33691
H 2.19499 -1.59222 -1.37455
H -2.45571 1.15713 -2.34792
H -1.67091 0.92865 -1.08815
O -2.40814 0.55506 -1.60071
H -1.34164 3.48689 -1.07752
H 0.06349 3.29088 -1.76183
O -0.52873 2.98263 -1.07832